(1)
One molecule with the formula C4H7NO. Source: OMol25; level of theory: wB97M-V/def2-TZVPD.

Last column: natural (NBO) charge in e.
Element x y z (Å)
1 C -2.3066 -0.7326 0.5302  -0.647
2 C -1.3003 0.0985 0.6709  0.429
3 N -0.3518 0.8574 0.8207  -0.463
4 C 0.8157 0.7773 -0.0753  0.240
5 C 0.9569 -0.5116 -0.8659  -0.646
6 O 1.9723 0.8955 0.7041  -0.705
7 H -2.2567 -1.6893 1.0384  0.244
8 H -3.1449 -0.5060 -0.1209  0.244
9 H 0.7229 1.6249 -0.7748  0.158
10 H 1.8318 -0.4218 -1.5129  0.228
11 H 1.1151 -1.3554 -0.1874  0.221
12 H 0.0769 -0.7198 -1.4812  0.219
13 H 1.8687 1.6828 1.2542  0.477

Computed properties:
* LUMO level: 0.933 eV
* maximum force: 0.8 eV/A
* net charge: 0
* M: 85.11 g mol⁻¹
* multiplicity: 1
* HOMO level: -9.1 eV
* frontier orbital gap: 10.05 eV
* SMILES: C=C=N[C@H](C)O

(2)
One molecule with the formula C4H7NO. Source: OMol25; level of theory: wB97M-V/def2-TZVPD.

Last column: natural (NBO) charge in e.
Element x y z (Å)
1 C -0.7183 0.7430 1.1067  -0.605
2 C -0.1062 0.0491 -0.0799  -0.069
3 C 0.4920 0.8854 -1.1535  0.436
4 O 0.6712 0.5027 -2.2881  -0.535
5 C 0.6247 -1.2255 0.1551  -0.217
6 N -0.6991 -1.2295 -0.4490  -0.561
7 H -1.7162 1.1009 0.8475  0.222
8 H -0.8232 0.0647 1.9611  0.224
9 H -0.1021 1.5873 1.4342  0.212
10 H 0.8223 1.8879 -0.8111  0.116
11 H 1.4711 -1.5251 -0.4600  0.209
12 H 0.6850 -1.5000 1.1974  0.196
13 H -0.6012 -1.3409 -1.4604  0.373

Computed properties:
* LUMO level: 0.923 eV
* maximum force: 0.5 eV/A
* net charge: 0
* M: 85.11 g mol⁻¹
* multiplicity: 1
* HOMO level: -9.9 eV
* frontier orbital gap: 10.80 eV
* SMILES: C[C@@]1(C=O)CN1

(3)
One molecule with the formula C4H7NO at a distorted geometry. Source: OMol25; level of theory: wB97M-V/def2-TZVPD.

Last column: natural (NBO) charge in e.
Element x y z (Å)
1 C -1.4840 -0.0901 -0.4098  -0.607
2 C -0.2166 -0.0723 0.5462  -0.305
3 C 0.6571 -1.2165 0.0845  -0.022
4 N 1.8967 -0.9590 -0.1502  -0.055
5 O 2.1255 0.3870 -0.2580  -0.379
6 C 0.7725 1.1316 0.1111  -0.113
7 H -1.1332 0.1603 -1.4539  0.226
8 H -1.9099 -1.1094 -0.2757  0.212
9 H -2.2748 0.5553 0.0298  0.216
10 H -0.3743 -0.0821 1.6162  0.229
11 H 0.4184 -2.2115 0.1547  0.197
12 H 1.0135 1.8316 0.9088  0.202
13 H 0.5093 1.6751 -0.9036  0.199

Computed properties:
* LUMO level: 0.927 eV
* maximum force: 4.1 eV/A
* net charge: 0
* M: 85.11 g mol⁻¹
* multiplicity: 1
* HOMO level: -9.3 eV
* frontier orbital gap: 10.20 eV
* SMILES: C[C@H]1C=NOC1

(4)
A 2-piece molecular cluster, C4H7NO overall at a distorted geometry. Source: OMol25; level of theory: wB97M-V/def2-TZVPD.

Last column: Löwdin spin population.
Element x y z (Å)
1 C -0.2408 0.8015 -0.5025  0.019
2 C -1.2354 0.5138 0.4401  0.337
3 N -2.5535 0.7174 -0.1705  0.069
4 C -2.3531 1.0795 -1.4300  0.297
5 C -0.9712 1.1737 -1.6481  0.252
6 H 0.7950 1.0354 -0.2262  -0.003
7 H -1.1319 0.3449 1.4752  0.015
8 H -3.3609 0.6278 0.3981  0.000
9 H -3.1853 0.9665 -2.1858  0.006
10 H -0.5824 1.8527 -2.3826  0.009
11 H 5.3502 -3.7206 2.0858  0.000
12 H 4.7527 -2.3160 2.3866  0.000
13 O 4.7167 -3.0766 1.7600  0.000

Computed properties:
* LUMO level (spin up / spin down): -4.201 / -7.876 eV
* maximum force: 3.6 eV/A
* net charge: +1
* M: 85.11 g mol⁻¹
* multiplicity: 2
* HOMO level (spin up / spin down): -13.4 / -13.4 eV
* frontier orbital gap (spin up / spin down): 9.19 / 5.51 eV
* ⟨S²⟩: 0.767

(5)
One molecule with the formula C4H7NO2. Source: OMol25; level of theory: wB97M-V/def2-TZVPD.

Last column: natural (NBO) charge in e.
Element x y z (Å)
1 O 0.1219 -2.2057 0.9634  -0.519
2 C -0.0551 -1.1046 0.4961  0.566
3 C -1.2786 -0.6139 -0.2834  -0.353
4 N -1.0440 0.7997 -0.5837  -0.607
5 C 0.0266 1.2627 0.3120  -0.245
6 C 0.9409 0.0622 0.4946  -0.035
7 O 1.6432 -0.0366 -0.7487  -0.714
8 H -1.4095 -1.2267 -1.1854  0.231
9 H -2.1761 -0.7458 0.3372  0.220
10 H -0.7114 0.8881 -1.5329  0.366
11 H -0.4020 1.6182 1.2559  0.197
12 H 0.5904 2.0823 -0.1389  0.221
13 H 1.6043 0.0788 1.3733  0.191
14 H 2.1494 -0.8586 -0.7595  0.481

Computed properties:
* LUMO level: 0.756 eV
* maximum force: 0.7 eV/A
* net charge: 0
* M: 101.10 g mol⁻¹
* multiplicity: 1
* HOMO level: -9.0 eV
* frontier orbital gap: 9.78 eV
* SMILES: O=C1CNC[C@@H]1O

(6)
C4H7NO2 as an isolated structure. Source: OMol25; level of theory: wB97M-V/def2-TZVPD.

Last column: natural (NBO) charge in e.
Element x y z (Å)
1 O 1.9031 1.7971 0.3089  -0.658
2 N 1.7408 0.4884 -0.1737  -0.246
3 C 0.5856 0.0133 -0.3665  0.261
4 C 0.0129 -1.3536 -0.6199  -0.444
5 C -1.2654 -0.8354 0.1055  -0.403
6 C -0.7401 0.6264 0.0153  0.057
7 O -0.7351 1.3520 1.2064  -0.714
8 H 2.7365 0.8136 0.2283  0.557
9 H 0.5433 -2.1971 -0.1707  0.232
10 H -0.1474 -1.5548 -1.6842  0.231
11 H -1.3022 -1.1476 1.1518  0.227
12 H -2.2204 -1.0425 -0.3826  0.215
13 H -1.2075 1.1771 -0.8158  0.181
14 H 0.0958 1.8629 1.1971  0.505

Computed properties:
* LUMO level: 0.865 eV
* maximum force: 0.8 eV/A
* net charge: 0
* M: 101.10 g mol⁻¹
* multiplicity: 1
* HOMO level: -9.5 eV
* frontier orbital gap: 10.39 eV

(7)
A 2-piece molecular cluster, C4H7NO2 overall at a distorted geometry. Source: OMol25; level of theory: wB97M-V/def2-TZVPD.

Last column: natural (NBO) charge in e.
Element x y z (Å)
1 C -1.3744 0.5118 -0.7329  -0.715
2 C -1.6541 1.3448 0.2789  0.476
3 N -1.9519 2.0883 1.1849  -0.632
4 H -1.1473 -0.4906 -0.4191  0.238
5 H -1.5577 0.7179 -1.7009  0.234
6 H -1.3197 2.7797 1.6277  0.411
7 C 1.1749 -1.8009 -0.4420  -0.275
8 O 0.8670 -1.0210 0.6642  -0.504
9 C 1.0632 0.3068 0.6422  0.644
10 O 0.9565 0.9878 1.6163  -0.567
11 H 2.1194 -2.3864 -0.4200  0.190
12 H 1.3588 -1.3474 -1.3709  0.184
13 H 0.3731 -2.4762 -0.6628  0.193
14 H 1.0923 0.7855 -0.2656  0.123

Computed properties:
* LUMO level: 0.786 eV
* maximum force: 4.4 eV/A
* net charge: 0
* M: 101.10 g mol⁻¹
* multiplicity: 1
* HOMO level: -8.9 eV
* frontier orbital gap: 9.68 eV
* SMILES: C=C=N.COC=O

(8)
One molecule with the formula C4H7NO2. Source: OMol25; level of theory: wB97M-V/def2-TZVPD.

Last column: natural (NBO) charge in e.
Element x y z (Å)
1 C 1.0221 -0.7881 -0.2067  -0.680
2 C 0.7518 0.3331 0.4929  0.511
3 N 1.4288 0.7145 1.6128  -0.815
4 O -0.2410 1.2029 0.1677  -0.491
5 C -1.0888 0.6965 -0.8536  -0.174
6 C -1.4909 -0.7573 -0.6151  0.413
7 O -1.7457 -1.5090 -1.5262  -0.544
8 H 1.5920 -1.5820 0.2534  0.217
9 H 0.7749 -0.8896 -1.2506  0.230
10 H 1.0433 1.3573 2.2824  0.400
11 H 2.2254 0.1604 1.8742  0.399
12 H -0.6191 0.7850 -1.8397  0.195
13 H -1.9996 1.3040 -0.8383  0.216
14 H -1.6531 -1.0280 0.4468  0.123

Computed properties:
* LUMO level: 0.868 eV
* maximum force: 0.5 eV/A
* net charge: 0
* M: 101.10 g mol⁻¹
* multiplicity: 1
* HOMO level: -8.3 eV
* frontier orbital gap: 9.16 eV
* SMILES: C=C(N)OCC=O

(9)
One molecule with the formula C4H7NO2 at a distorted geometry. Source: OMol25; level of theory: wB97M-V/def2-TZVPD.

Last column: natural (NBO) charge in e.
Element x y z (Å)
1 C -1.3237 1.0074 -0.7599  -0.644
2 C -0.4904 0.9873 0.4802  -0.002
3 O 0.5858 1.9044 0.4688  -0.449
4 C 0.9683 0.5150 0.4722  0.377
5 O 1.8550 0.1324 -0.4954  -0.497
6 C 1.2533 -0.9515 0.6325  0.259
7 N 0.6115 -1.9821 -0.0308  -0.843
8 H -2.0684 0.2066 -0.7371  0.207
9 H -0.7033 0.8967 -1.6528  0.217
10 H -1.8705 1.9536 -0.8212  0.211
11 H -1.0721 0.9528 1.3984  0.164
12 H 1.7923 -1.2334 1.5342  0.185
13 H 0.4223 -1.7773 -1.0090  0.413
14 H 0.0400 -2.6120 0.5198  0.403

Computed properties:
* LUMO level: 0.810 eV
* maximum force: 4.0 eV/A
* net charge: 0
* M: 101.10 g mol⁻¹
* multiplicity: 1
* HOMO level: -8.2 eV
* frontier orbital gap: 9.02 eV
* SMILES: C[C@@H]1O[C@]12O[C@@H]2N

What is the M in the sixth record? 101.10 g mol⁻¹

maximum force of number 5 (C4H7NO2)? 0.7 eV/A

multiplicity of number 3 (C4H7NO)? 1